Formula: C35H32N5O3PRhS3
Source: the OMol25 dataset
Level of theory: ωB97M-V with the def2-TZVPD basis set

XYZ file:
```
80
C35H32N5O3PRhS3 (ωB97M-V with the def2-TZVPD basis set)
Rh 0.308 0.244 0.866
O -2.390 -2.677 -0.500
C -1.599 -1.779 -0.338
N -0.928 -1.457 0.815
C -0.954 -2.286 1.915
O -1.299 -3.442 1.958
C -0.437 -1.610 3.172
C -0.844 -2.063 4.416
C -0.349 -1.429 5.543
C 0.557 -0.389 5.389
C 0.923 -0.012 4.109
N 0.427 -0.602 3.022
C -1.275 -0.861 -1.511
C -1.877 -1.095 -2.737
C -1.532 -0.294 -3.812
C -0.607 0.723 -3.627
C -0.075 0.905 -2.363
N -0.394 0.126 -1.329
H -1.527 -2.898 4.472
H -0.659 -1.744 6.529
H 0.979 0.119 6.243
H 1.640 0.782 3.939
H -2.589 -1.904 -2.815
H -1.973 -0.463 -4.784
H -0.298 1.361 -4.440
H 0.628 1.706 -2.161
S -2.166 2.951 -0.956
P -1.938 3.388 0.981
S -0.272 2.400 1.620
C -3.367 2.873 1.940
C -3.383 1.659 2.619
C -4.522 1.279 3.310
C -5.637 2.104 3.318
C -5.623 3.313 2.636
C -4.489 3.703 1.946
C -1.700 5.144 1.271
C -1.477 5.565 2.582
C -1.287 6.910 2.843
C -1.324 7.831 1.804
C -1.551 7.412 0.503
C -1.739 6.064 0.230
H -2.510 1.018 2.606
H -4.540 0.338 3.842
H -6.523 1.804 3.860
H -6.493 3.954 2.649
H -4.471 4.653 1.426
H -1.452 4.846 3.391
H -1.112 7.241 3.857
H -1.176 8.882 2.013
H -1.581 8.132 -0.303
H -1.909 5.732 -0.784
C 0.029 -4.639 -2.543
C 0.569 -3.582 -1.593
C 2.073 -3.731 -1.394
N 2.593 -2.673 -0.518
C 2.676 -1.375 -0.758
S 2.671 -0.301 0.596
N 2.728 -0.854 -2.003
C 3.052 -1.365 -3.299
O 2.451 -0.913 -4.237
C 4.182 -2.313 -3.409
C 4.247 -3.111 -4.551
C 5.297 -3.998 -4.707
C 6.288 -4.075 -3.736
C 6.234 -3.264 -2.610
C 5.179 -2.384 -2.441
H -1.045 -4.519 -2.672
H 0.205 -5.642 -2.156
H 0.500 -4.568 -3.525
H 0.062 -3.649 -0.627
H 0.368 -2.582 -1.994
H 2.601 -3.732 -2.345
H 2.314 -4.673 -0.900
H 2.543 -2.871 0.473
H 2.468 0.126 -2.037
H 3.471 -3.024 -5.299
H 5.349 -4.623 -5.587
H 7.108 -4.768 -3.859
H 7.018 -3.313 -1.869
H 5.153 -1.740 -1.573
```

The spin multiplicity is 5. As for the gap between HOMO and LUMO (alpha / beta): 0.2802 / 0.1961 hartree. The total charge is +1. The calculation puts the strongest force on any atom at 0.0171 hartree/bohr. The energy is -3498.77302 hartree. As for the expectation value of S²: 6.02.